# 1
The following is a DFT calculation (ωB97M-V/def2-TZVPD) of a cluster of 2 separate species, C3H9NO2S2 in total in a non-equilibrium geometry.

Structure (ORCA input):
```
! RIJCOSX wB97M-V def2-TZVPD def2/J DEFGRID3
* xyz 0 1
N 1.28387 -0.81569 -1.18898
C 0.44938 -1.49415 -0.18283
C -0.09181 -2.71423 -0.97938
O -1.01383 -3.42306 -0.51266
C -0.77054 -0.62662 0.29438
S -0.22264 0.51655 1.66754
S 0.12250 2.34710 0.90085
H 0.98520 -0.31686 -2.05374
H 1.80749 0.08252 -0.80822
H 1.14596 -2.00674 0.62092
H 0.54962 -3.10050 -1.87674
H -1.61095 -1.20322 0.60433
H -1.27457 0.05801 -0.39817
H 1.51223 2.74026 1.20379
H -0.36024 1.90165 -1.24483
H -0.46359 2.43233 -2.68776
O 0.11404 1.96232 -2.10282
*
```

* E_HOMO: -8.82 eV
* structure (SMILES): N[C@H](C=O)CSS.O
* orbital gap: 9.0257 eV


# 2
The following is a DFT calculation (ωB97M-V/def2-TZVPD) of an isolated molecule of C8H11NO2 in a non-equilibrium geometry.

Structure (ORCA input):
```
! RIJCOSX wB97M-V def2-TZVPD def2/J DEFGRID3
* xyz 0 1
C -1.55449 0.97700 -1.80454
C -0.30107 1.41144 -1.88939
C -1.81652 0.04685 -0.65898
C 1.21586 -1.03435 0.46435
C 1.32898 -0.36632 -0.91435
C -0.25221 -0.93678 0.94972
C 0.63381 0.96722 -0.83662
C -0.31164 -0.73639 2.46323
N -0.84115 0.17826 0.26458
O -2.77366 -0.70202 -0.59656
O 1.30151 1.88894 -0.12370
H -2.33207 1.18248 -2.52122
H 0.05527 2.09922 -2.64414
H 1.54645 -2.07146 0.41588
H 1.85527 -0.49863 1.16695
H 2.37975 -0.22675 -1.17130
H 0.84540 -0.97830 -1.67586
H -0.79979 -1.85216 0.67995
H 0.13154 0.22277 2.72352
H 0.23870 -1.53049 2.96195
H -1.34421 -0.74897 2.80242
H 0.79428 2.70844 -0.05588
*
```

* E_HOMO: -9.03 eV
* orbital gap: 9.4208 eV